Computed, not measured: C30H37N6SSeSiTa as an isolated structure at a distorted geometry, with wB97M-V/def2-TZVPD.

**Total energy**: -4639.34600 hartree
**HOMO-LUMO gap (spin up / spin down)**: 4.8 / 4.8 eV
**HOMO energy (spin up / spin down)**: -13.05 / -13.05 eV
**Charge**: +2

```
77
Properties=species:S:1:pos:R:3:mulliken_charge:R:1
Ta -1.4722 0.5995 -0.5414 -0.15
N -3.1582 -3.4147 -1.5421 -0.40
C -2.6444 -2.2292 -1.0626 0.56
S -3.3037 -0.7550 -1.7055 -0.35
N -1.6335 -2.2341 -0.2600 -0.86
N -1.4247 -1.0898 0.5377 0.60
C -0.8103 -1.1573 1.7255 0.07
C -0.5402 -2.4427 2.3512 0.74
C -1.3952 -3.5364 2.2248 -0.13
C -1.2301 -4.6466 3.0721 -0.64
C -0.1474 -4.7276 3.9364 -0.49
C 0.8552 -3.7799 3.8208 -0.93
C 0.6358 -2.6609 3.0187 -0.18
C -0.1849 0.0867 2.1489 0.99
C 0.4066 0.1583 3.4097 -1.40
C 1.5558 0.9388 3.5412 -0.62
C 1.8219 1.9155 2.5814 -0.76
C 1.0493 1.9324 1.4449 -0.71
N 0.0676 1.0663 1.2287 0.29
H -4.0954 -3.3479 -1.9721 0.25
H -2.8134 -4.2737 -1.1188 0.26
H -2.1871 -3.5343 1.4528 0.38
H -1.9817 -5.4599 3.0040 0.38
H -0.0252 -5.6288 4.5720 0.39
H 1.7179 -3.8233 4.4621 0.43
H 1.4883 -1.8508 2.9812 0.34
H 0.1531 -0.4362 4.2655 0.78
H 2.2869 0.6368 4.2353 0.53
H 2.6560 2.6168 2.6694 0.52
H 1.1645 2.8096 0.8141 0.66
N -2.3371 1.7949 0.8509 -0.35
C -2.5148 2.3546 1.8619 0.62
C -2.4677 3.2135 2.9634 0.67
C -2.3481 2.6478 4.2845 -0.26
C -2.3883 3.5462 5.3467 -0.68
C -2.4280 4.9273 5.1148 -0.30
C -2.6357 5.4716 3.8234 -0.71
C -2.6117 4.6064 2.7610 -0.39
H -2.2132 1.5983 4.4700 0.50
H -2.3122 3.1545 6.3798 0.38
H -2.2821 5.5783 5.9688 0.43
H -2.7694 6.5660 3.7388 0.41
H -2.6164 5.0136 1.7262 0.40
C 2.1612 -0.6744 -0.9510 -1.44
Si 0.7714 -0.1134 -2.1488 0.42
C 1.9561 1.2476 -2.9364 2.09
C 1.5076 2.0512 -4.1853 -1.57
C 2.0317 2.4349 -1.8396 -1.92
C 3.4266 0.9196 -3.0825 -1.77
C 0.7493 -1.7892 -3.3795 2.33
C 1.9803 -1.9651 -4.2550 -1.85
C -0.4144 -1.6164 -4.2622 -1.35
C 0.6589 -2.9130 -2.4063 -1.11
H 2.9071 -1.1606 -1.5873 0.62
H 1.7088 -1.3870 -0.1822 0.14
H 2.6326 0.1719 -0.4169 0.36
H 1.5197 1.4399 -5.0773 0.31
H 2.1331 2.9476 -4.2864 0.47
H 0.4664 2.4152 -4.1344 0.26
H 1.0825 2.9512 -1.7522 0.33
H 2.7230 3.1481 -2.2883 0.61
H 2.5619 2.1792 -0.9237 0.34
H 3.9778 1.5816 -3.7043 0.48
H 3.6874 -0.1044 -3.4612 0.20
H 3.9875 0.8851 -2.1397 0.38
H 2.0261 -1.2275 -5.0654 0.36
H 1.8998 -2.9156 -4.8445 0.52
H 2.9876 -2.0274 -3.7977 0.34
H -0.3399 -0.6272 -4.6959 0.31
H -1.3670 -1.7177 -3.6918 0.07
H -0.4024 -2.3218 -5.1458 0.43
H 1.6508 -3.2900 -2.1019 0.28
H -0.0040 -3.7581 -2.7231 0.36
H 0.0938 -2.6244 -1.4793 -0.18
Se -1.9875 2.3997 -2.3593 0.00
C -1.9031 1.9025 -4.1323 0.24
N -1.7572 1.3532 -5.1480 -0.36
```



Computed, not measured: C18H15AsBr4F5MnO3 as an isolated structure at a distorted geometry, with wB97M-V/def2-TZVPD.

**Spin multiplicity**: 5
**Total energy**: -15102.76186 hartree
**HOMO-LUMO gap (spin up / spin down)**: 5.8 / 7.4 eV
**HOMO energy (spin up / spin down)**: -7.92 / -8.03 eV
**Expectation value of S²**: 6.094

```
47
Properties=species:S:1:pos:R:3:lowdin_spin:R:1
Mn 1.3225 0.3208 -0.1038 3.78
Br 2.3430 4.3878 5.3726 0.00
C 2.2829 2.9403 4.1695 0.00
C 2.8752 1.7208 4.5003 0.00
Br 3.7890 1.5160 6.1340 0.00
C 2.7952 0.6451 3.6115 0.00
Br 3.5556 -1.0372 3.9934 0.00
C 2.1501 0.7979 2.3987 0.00
O 2.0280 -0.1501 1.4661 0.02
C 1.5773 2.0444 2.0320 0.01
O 1.0103 2.0944 0.8482 0.07
C 1.6394 3.0990 2.9404 0.00
Br 0.8190 4.7114 2.4206 0.00
F 0.8212 -0.1322 -7.1992 0.00
C 0.9985 0.0712 -5.8943 0.01
C 2.2549 0.3754 -5.3962 0.00
F 3.2856 0.4713 -6.2288 0.00
C 2.4352 0.5774 -4.0415 0.01
F 3.6522 0.8520 -3.5722 0.00
C 1.3750 0.4818 -3.1317 0.01
O 1.5630 0.6585 -1.8430 0.09
C 0.1159 0.2039 -3.6798 0.01
F -0.9282 0.1472 -2.8346 0.00
C -0.0773 -0.0121 -5.0272 0.00
F -1.2914 -0.2945 -5.4996 0.00
C -1.0134 -3.3463 -0.8257 0.00
C -1.8657 -2.0937 -0.6268 0.00
As -0.8288 -0.6873 0.2753 -0.01
C -0.8192 -1.2943 2.1497 0.00
C -2.1196 -1.8626 2.7024 0.00
C -2.0015 0.8931 0.2825 0.00
C -3.5031 0.6416 0.1950 0.00
H -1.5804 -4.1207 -1.3414 0.00
H -0.6733 -3.7488 0.1299 0.00
H -0.1336 -3.1161 -1.4289 0.00
H -2.7386 -2.2935 -0.0076 0.00
H -2.2077 -1.7038 -1.5825 0.00
H -0.4995 -0.4194 2.7201 0.00
H -0.0099 -2.0222 2.2255 0.00
H -2.9342 -1.1428 2.6238 0.00
H -1.9950 -2.1144 3.7551 0.00
H -2.4099 -2.7723 2.1757 0.00
H -1.6679 1.5029 -0.5577 0.00
H -1.7355 1.4386 1.1887 0.00
H -3.7610 0.1098 -0.7213 0.00
H -4.0263 1.5974 0.1890 0.00
H -3.8679 0.0644 1.0438 0.00
```



Computed, not measured: the molecule C5H4O at a distorted geometry, with wB97M-V/def2-TZVPD.

**Total energy**: -268.02938 hartree
**HOMO-LUMO gap**: 8.9 eV
**SMILES**: O=C1C=CC=C1
**HOMO energy**: -9.56 eV

```
10
Properties=species:S:1:pos:R:3:mulliken_charge:R:1
C 0.5341 1.0502 0.0708 0.66
C 1.1706 -0.1423 -0.7765 -0.53
C 0.1215 -1.0342 -0.5494 -0.11
C -1.1647 -0.6246 0.3345 -0.45
C -0.9040 0.7096 0.4952 -0.32
H 2.2331 -0.1092 -1.2039 0.32
H 0.2170 -2.1121 -0.9159 0.29
H -1.9127 -1.2902 0.5537 0.45
H -1.1802 1.3940 1.5385 0.22
O 0.8853 2.1589 0.4529 -0.53
```



Computed, not measured: the molecule C5H7N, with wB97M-V/def2-TZVPD.

**Total energy**: -249.40041 hartree
**HOMO-LUMO gap**: 9.9 eV
**SMILES**: C1=C[C@@H]2N[C@@H]2C1
**HOMO energy**: -8.81 eV

```
13
Properties=species:S:1:pos:R:3:mulliken_charge:R:1
C 1.1623 -0.1953 0.3759 -0.81
C 0.6763 1.1792 -0.0348 -0.21
C 0.0750 -1.0807 -0.2168 -0.07
C -1.0948 -0.2398 -0.5339 -0.09
N -1.1891 -1.1471 0.5939 -0.66
C -0.6172 1.1633 -0.3708 -0.63
H 2.1917 -0.4437 0.0959 0.36
H 1.1239 -0.2937 1.4743 0.22
H 1.3230 2.0455 -0.0459 0.39
H 0.4023 -1.8626 -0.9058 0.36
H -1.7625 -0.4966 -1.3507 0.42
H -1.0360 -0.6482 1.4720 0.30
H -1.2538 2.0213 -0.5517 0.41
```



Computed, not measured: the molecule C4H6O, with wB97M-V/def2-TZVPD.

**Total energy**: -231.17398 hartree
**HOMO-LUMO gap**: 11.1 eV
**SMILES**: C#CCCO
**HOMO energy**: -10.17 eV

```
11
Properties=species:S:1:pos:R:3:mulliken_charge:R:1
O -1.0288 -1.2243 0.9216 -0.49
C -1.1658 -0.5296 -0.3030 -0.40
C -0.2818 0.7102 -0.3612 -0.45
C 1.0805 0.4387 0.1092 -0.65
C 2.2274 0.3193 0.4643 0.21
H -0.0980 -1.2229 1.1475 0.31
H -0.9204 -1.1710 -1.1644 0.25
H -2.2153 -0.2297 -0.3867 0.28
H -0.1852 1.0664 -1.3940 0.28
H -0.6756 1.5319 0.2471 0.24
H 3.2629 0.3110 0.7196 0.42
```



Computed, not measured: the molecule C3H5N3, with wB97M-V/def2-TZVPD.

**Total energy**: -281.56183 hartree
**HOMO-LUMO gap**: 11.0 eV
**SMILES**: Cc1cn[nH]n1
**HOMO energy**: -9.79 eV

```
11
Properties=species:S:1:pos:R:3:mulliken_charge:R:1
C 1.3774 0.9242 0.2711 -0.97
C 0.1250 0.1402 0.0434 0.60
N -1.0829 0.6876 0.1681 -0.58
N -1.9017 -0.3107 -0.1060 0.31
N -1.3508 -1.4680 -0.4077 -0.59
C -0.0501 -1.2072 -0.3183 -0.21
H 1.5223 1.1351 1.3357 0.24
H 2.2512 0.3742 -0.0893 0.29
H 1.3246 1.8792 -0.2584 0.28
H -2.9025 -0.1848 -0.1105 0.24
H 0.6874 -1.9697 -0.5280 0.39
```